{
  "formula": "NO5S",
  "method": "the ωB97M-V functional and the def2-TZVPD basis",
  "species": ["N", "O", "O", "O", "O", "O", "S"],
  "positions_angstrom": [[1.419, 0.037, -0.110], [1.404, -0.912, -0.840], [-1.497, -1.079, 0.874], [2.350, 0.440, 0.523], [-2.413, 0.928, -0.154], [0.226, 0.779, -0.011], [-1.489, -0.192, -0.282]],
  "atomic_forces_ev_per_a": [[-3.1, 1.5, 0.0], [0.2, -0.9, -0.6], [0.2, 0.2, -0.1], [0.8, 0.4, 0.6], [0.5, 0.1, 0.0], [2.1, -0.5, 0.3], [-0.7, -0.8, -0.2]],
  "mulliken_charge": [1.06, -0.57, -0.52, -0.59, -0.53, -0.48, 0.64],
  "homo_energy_ha": -0.1915,
  "spin_multiplicity": 1,
  "gap_ev": 9.25,
  "charge": -1
}

{
  "formula": "NaO4S",
  "method": "the ωB97M-V functional and the def2-TZVPD basis",
  "species": ["Na", "S", "O", "O", "O", "O"],
  "positions_angstrom": [[-1.992, 0.718, 1.154], [0.413, -0.163, -0.210], [0.051, -0.498, -1.609], [-0.073, 1.258, -0.050], [-0.272, -1.086, 0.749], [1.873, -0.229, -0.034]],
  "atomic_forces_ev_per_a": [[1.4, -0.5, -0.7], [1.3, -0.1, -2.7], [-0.2, -0.6, 0.4], [-1.0, 0.4, 1.7], [-1.1, 0.7, 0.7], [-0.4, 0.1, 0.6]],
  "mulliken_charge": [0.86, 1.27, -0.72, -0.88, -0.82, -0.72],
  "homo_energy_ha": -0.1186,
  "spin_multiplicity": 1,
  "gap_ev": 4.74,
  "charge": -1
}

{
  "formula": "O2",
  "method": "the ωB97M-V functional and the def2-TZVPD basis",
  "species": ["O", "O"],
  "positions_angstrom": [[-0.383, -0.311, 0.507], [0.383, 0.311, -0.507]],
  "atomic_forces_ev_per_a": [[7.7, 6.3, -10.2], [-7.7, -6.3, 10.2]],
  "mulliken_spin": [0.50, 0.50],
  "homo_energy_ha": [-0.9020, -0.9465],
  "spin_multiplicity": 2,
  "gap_ev": [8.98, 10.77],
  "charge": 1,
  "s2": 0.753
}

{
  "formula": "O4PY3",
  "method": "the ωB97M-V functional and the def2-TZVPD basis",
  "species": ["Y", "Y", "Y", "P", "O", "O", "O", "O"],
  "positions_angstrom": [[-9.920, 6.446, 13.287], [-15.533, 8.651, 12.820], [-12.086, 8.992, 16.176], [-12.686, 6.827, 14.264], [-13.659, 7.675, 13.320], [-11.319, 7.647, 14.584], [-11.920, 5.550, 13.965], [-13.263, 7.170, 15.650]],
  "atomic_forces_ev_per_a": [[0.1, -2.0, 0.3], [-0.2, -1.3, -0.9], [-0.1, -1.6, 1.7], [-0.1, -0.1, 2.8], [-0.8, 0.1, -0.6], [2.0, 3.1, -1.7], [-0.7, 0.7, -2.1], [-0.4, 1.1, 0.4]],
  "mulliken_charge": [2.30, 2.54, 2.22, 1.30, -0.49, -0.70, -0.53, -0.64],
  "homo_energy_ha": -1.2506,
  "spin_multiplicity": 1,
  "gap_ev": 9.20,
  "charge": 6
}

{
  "formula": "O4S2",
  "method": "the ωB97M-V functional and the def2-TZVPD basis",
  "species": ["O", "S", "S", "O", "O", "O"],
  "positions_angstrom": [[-2.202, -0.011, -0.096], [-0.876, 0.016, 0.416], [1.288, -0.016, -0.406], [1.666, 0.039, 0.972], [0.070, -1.149, -0.409], [0.055, 1.120, -0.477]],
  "atomic_forces_ev_per_a": [[-0.1, 0.0, -0.4], [-1.7, 0.0, 0.5], [0.4, 0.1, -0.6], [1.5, 0.0, 0.5], [-0.1, 0.8, 0.0], [0.0, -0.9, 0.0]],
  "mulliken_charge": [-0.45, 0.74, 0.70, -0.44, -0.27, -0.27],
  "homo_energy_ha": -0.3999,
  "spin_multiplicity": 1,
  "gap_ev": 10.53
}

{
  "formula": "O5S2",
  "method": "the ωB97M-V functional and the def2-TZVPD basis",
  "species": ["O", "O", "O", "O", "O", "S", "S"],
  "positions_angstrom": [[-2.893, 0.575, 0.575], [2.378, -0.369, 1.144], [-2.760, -1.818, -0.036], [1.980, 1.848, 0.006], [1.591, -0.254, -1.281], [-2.119, -0.495, -0.191], [1.565, 0.442, 0.079]],
  "atomic_forces_ev_per_a": [[0.4, -0.4, -0.5], [-1.7, 1.7, -2.0], [-0.5, -1.5, 0.0], [0.0, 0.4, 0.1], [-0.1, 1.1, 2.0], [-0.2, 1.9, 0.5], [2.0, -3.2, -0.2]],
  "mulliken_charge": [-0.59, -0.62, -0.57, -0.56, -0.56, 0.19, 0.71],
  "homo_energy_ha": [-0.0320, 0.0529],
  "spin_multiplicity": 1,
  "gap_ev": [7.45, 4.74],
  "charge": -2
}

{
  "formula": "O5S2",
  "method": "the ωB97M-V functional and the def2-TZVPD basis",
  "species": ["O", "O", "O", "O", "O", "S", "S"],
  "positions_angstrom": [[-0.685, 0.919, -0.488], [0.825, 2.335, -1.708], [1.305, -1.227, 0.224], [-1.029, -1.648, -0.034], [-0.121, -0.988, 2.180], [-0.570, 2.009, -1.395], [0.030, -1.185, 0.800]],
  "atomic_forces_ev_per_a": [[-0.9, -0.2, 0.7], [-2.5, 0.1, 0.0], [1.7, 0.6, -0.3], [-0.3, 0.3, 0.8], [-0.5, 0.8, 1.1], [3.4, 0.6, -0.6], [-0.9, -2.0, -1.6]],
  "mulliken_charge": [-0.31, -0.36, -0.40, -0.42, -0.42, 0.65, 1.25],
  "homo_energy_ha": -0.4371,
  "spin_multiplicity": 1,
  "gap_ev": 9.98
}

{
  "formula": "OS3",
  "method": "the ωB97M-V functional and the def2-TZVPD basis",
  "species": ["O", "S", "S", "S"],
  "positions_angstrom": [[-1.616, -0.008, 0.318], [1.346, -1.134, -0.043], [1.750, 0.907, 0.182], [0.035, 0.284, -0.787]],
  "atomic_forces_ev_per_a": [[4.9, 1.1, -3.1], [0.0, 0.3, -0.3], [-0.3, 0.0, 0.2], [-4.6, -1.4, 3.1]],
  "mulliken_charge": [-0.50, 0.09, 0.06, 0.35],
  "homo_energy_ha": -0.3545,
  "spin_multiplicity": 1,
  "gap_ev": 8.19
}

{
  "formula": "S2",
  "method": "the ωB97M-V functional and the def2-TZVPD basis",
  "species": ["S", "S"],
  "positions_angstrom": [[0.000, 0.000, 1.389], [0.000, 0.000, -1.389]],
  "atomic_forces_ev_per_a": [[0.0, 0.0, -5.1], [0.0, 0.0, 5.1]],
  "mulliken_charge": [0.00, 0.00],
  "homo_energy_ha": -0.3653,
  "spin_multiplicity": 1,
  "gap_ev": 5.41
}

{
  "formula": "S2",
  "method": "the ωB97M-V functional and the def2-TZVPD basis",
  "species": ["S", "S"],
  "positions_angstrom": [[0.000, 0.000, 0.896], [0.000, 0.000, -0.896]],
  "atomic_forces_ev_per_a": [[0.0, 0.0, 3.9], [0.0, 0.0, -3.9]],
  "mulliken_charge": [0.00, 0.00],
  "homo_energy_ha": -0.2930,
  "spin_multiplicity": 1,
  "gap_ev": 5.78
}